150
Properties=species:S:1:pos:R:3 method="wB97M-V/def2-TZVPD" lumo_energy_ha=0.017 smiles=CC1(C)CCCC(C)(C)N1O.CC1(C)CCCC(C)(C)N1O.CC1(C)CCCC(C)(C)N1O.CC1(C)CCCC(C)(C)N1O.CC1(C)CCCC(C)(C)N1O de_lowest_kj_mol=189.7 fmax_ev_per_a=2.767
C 0.31 -19.05 -11.09
C -0.39 -20.42 -11.24
C 0.61 -21.47 -11.77
C -0.93 -20.92 -9.90
C -2.29 -20.38 -9.51
C -3.31 -20.62 -10.63
C -2.88 -19.89 -11.89
C -3.82 -20.35 -13.01
C -2.86 -18.36 -11.74
N -1.50 -20.33 -12.20
O -1.11 -20.13 -13.54
H -0.19 -18.55 -10.27
H 1.38 -19.12 -10.86
H 0.36 -18.50 -12.04
H 1.58 -20.98 -11.95
H 0.96 -22.16 -10.99
H 0.40 -21.98 -12.71
H -1.00 -22.01 -9.84
H -0.18 -20.68 -9.13
H -2.65 -20.77 -8.55
H -2.18 -19.32 -9.28
H -4.29 -20.29 -10.26
H -3.35 -21.69 -10.85
H -4.82 -20.14 -12.63
H -3.70 -21.40 -13.25
H -3.73 -19.71 -13.89
H -2.30 -17.98 -10.89
H -3.87 -18.07 -11.43
H -2.51 -17.86 -12.64
H -1.32 -20.99 -13.91
C 1.93 -19.60 -14.95
C 2.77 -18.38 -15.32
C 1.93 -17.09 -15.42
C 3.71 -18.22 -14.10
C 4.96 -17.42 -14.30
C 5.79 -18.02 -15.41
C 4.93 -18.05 -16.71
C 4.85 -16.65 -17.35
C 5.66 -19.01 -17.66
N 3.58 -18.59 -16.51
O 2.84 -18.58 -17.69
H 1.28 -19.46 -14.08
H 1.28 -19.88 -15.79
H 2.49 -20.49 -14.65
H 1.85 -16.69 -16.44
H 0.95 -17.18 -14.96
H 2.45 -16.23 -14.97
H 3.09 -17.79 -13.31
H 4.01 -19.21 -13.74
H 4.77 -16.35 -14.46
H 5.57 -17.42 -13.38
H 6.03 -19.07 -15.24
H 6.67 -17.43 -15.66
H 5.74 -16.04 -17.18
H 4.00 -16.06 -17.01
H 4.75 -16.59 -18.44
H 5.62 -20.04 -17.29
H 6.73 -18.77 -17.75
H 5.30 -18.99 -18.69
H 2.82 -19.50 -18.00
C 9.21 -14.73 -24.19
C 9.25 -15.08 -22.67
C 10.69 -14.83 -22.24
C 8.39 -14.03 -21.94
C 7.95 -14.37 -20.50
C 7.26 -15.72 -20.57
C 8.22 -16.76 -21.11
C 9.34 -17.12 -20.10
C 7.43 -18.05 -21.28
N 8.74 -16.42 -22.42
O 9.32 -17.39 -23.22
H 8.33 -15.15 -24.68
H 9.09 -13.68 -24.42
H 10.08 -15.15 -24.70
H 10.97 -13.80 -22.47
H 10.83 -14.95 -21.16
H 11.38 -15.52 -22.73
H 8.89 -13.07 -21.84
H 7.53 -13.78 -22.57
H 8.74 -14.37 -19.74
H 7.32 -13.57 -20.09
H 6.43 -15.55 -21.26
H 6.76 -16.08 -19.67
H 9.95 -16.30 -19.72
H 10.02 -17.86 -20.52
H 8.86 -17.61 -19.25
H 7.02 -18.40 -20.33
H 8.11 -18.88 -21.51
H 6.70 -18.04 -22.09
H 8.79 -17.44 -24.02
C 3.25 -22.54 -17.50
C 3.67 -23.91 -16.81
C 2.63 -24.91 -17.25
C 4.99 -24.39 -17.40
C 6.21 -23.63 -16.82
C 6.19 -24.00 -15.33
C 4.94 -23.53 -14.57
C 4.81 -24.10 -13.16
C 5.11 -22.00 -14.41
N 3.72 -23.79 -15.37
O 2.58 -23.19 -14.83
H 3.39 -22.62 -18.58
H 2.20 -22.38 -17.27
H 3.87 -21.77 -17.06
H 2.35 -24.85 -18.31
H 2.89 -25.96 -17.08
H 1.65 -24.64 -16.84
H 5.09 -25.45 -17.17
H 5.11 -24.19 -18.47
H 7.18 -23.89 -17.26
H 6.13 -22.54 -16.90
H 7.10 -23.75 -14.77
H 6.29 -25.09 -15.29
H 4.01 -23.60 -12.61
H 5.75 -23.80 -12.68
H 4.81 -25.18 -13.02
H 6.07 -21.79 -13.94
H 4.37 -21.66 -13.68
H 5.02 -21.42 -15.33
H 2.00 -23.92 -14.59
C 3.38 -15.86 -23.57
C 2.70 -16.33 -22.28
C 3.46 -17.55 -21.74
C 2.76 -15.13 -21.31
C 1.97 -15.33 -20.03
C 0.54 -15.76 -20.33
C 0.33 -16.80 -21.45
C 0.43 -18.17 -20.77
C -1.09 -16.56 -21.92
N 1.29 -16.62 -22.56
O 1.07 -17.60 -23.54
H 2.89 -14.96 -23.93
H 4.45 -15.78 -23.37
H 3.25 -16.56 -24.40
H 4.50 -17.53 -22.08
H 3.62 -17.58 -20.66
H 3.09 -18.52 -22.07
H 3.82 -15.01 -21.07
H 2.46 -14.21 -21.82
H 2.47 -16.06 -19.37
H 2.07 -14.41 -19.45
H -0.01 -14.82 -20.42
H 0.18 -16.21 -19.40
H 1.18 -18.26 -19.97
H 0.61 -18.93 -21.53
H -0.49 -18.38 -20.23
H -1.81 -16.46 -21.11
H -1.36 -17.38 -22.60
H -1.16 -15.69 -22.58
H 1.49 -18.43 -23.24

---

174
Properties=species:S:1:pos:R:3 method="wB97M-V/def2-TZVPD" lumo_energy_ha=-0.030 fmax_ev_per_a=6.791
Li -22.28 -19.85 -22.08
C -21.15 -16.49 -20.44
F -21.91 -16.00 -21.36
F -19.96 -15.75 -20.48
F -21.74 -16.13 -19.29
S -20.69 -18.36 -20.58
O -20.51 -18.50 -22.04
O -19.54 -18.57 -19.72
N -22.24 -19.14 -20.27
S -22.17 -19.34 -18.73
O -21.14 -20.34 -18.42
O -22.08 -18.13 -17.88
C -23.83 -20.30 -18.15
F -23.65 -20.89 -16.96
F -24.90 -19.43 -18.09
F -24.05 -21.33 -18.98
C -18.68 -22.31 -20.57
C -18.14 -22.22 -19.12
O -17.17 -23.23 -18.78
O -17.62 -22.29 -21.51
H -19.36 -21.55 -20.96
H -19.20 -23.27 -20.59
H -19.07 -22.35 -18.56
H -17.71 -21.24 -18.91
H -16.81 -23.56 -19.60
H -17.56 -21.43 -21.92
C -24.87 -19.95 -22.92
C -24.15 -18.53 -22.89
O -22.90 -18.60 -23.54
O -24.04 -20.88 -22.32
H -24.86 -20.32 -23.94
H -25.93 -20.01 -22.65
H -24.06 -18.06 -21.91
H -24.76 -17.81 -23.43
H -22.91 -17.98 -24.28
H -24.35 -21.75 -22.59
C -18.67 -15.21 -24.95
C -20.02 -15.85 -25.31
O -20.07 -17.26 -25.19
O -18.40 -15.01 -23.59
H -18.36 -14.34 -25.52
H -17.85 -15.81 -25.33
H -20.50 -15.41 -26.19
H -20.79 -15.47 -24.65
H -20.88 -17.52 -24.76
H -17.95 -15.76 -23.20
C -16.75 -17.71 -21.21
O -16.57 -16.90 -22.07
N -16.13 -17.71 -20.05
N -17.33 -18.83 -21.43
H -15.59 -16.95 -19.68
H -16.07 -18.57 -19.52
H -17.72 -19.25 -20.60
H -17.82 -18.80 -22.31
C -17.10 -22.92 -13.85
C -17.64 -21.52 -13.77
C -16.97 -20.62 -14.97
C -17.96 -19.83 -15.83
C -19.02 -19.21 -14.95
C -19.95 -20.29 -14.23
N -19.09 -21.51 -13.93
O -19.77 -22.41 -13.14
C -20.51 -19.64 -12.96
C -21.11 -20.74 -15.22
C -17.27 -20.89 -12.44
H -17.30 -23.42 -14.80
H -17.32 -23.72 -13.13
H -16.01 -22.86 -13.95
H -16.36 -19.90 -14.43
H -16.32 -21.22 -15.61
H -18.42 -20.58 -16.48
H -17.47 -19.07 -16.43
H -19.62 -18.62 -15.64
H -18.42 -18.54 -14.34
H -19.77 -19.07 -12.39
H -21.40 -19.02 -13.10
H -20.85 -20.42 -12.27
H -20.71 -21.35 -16.03
H -21.85 -21.30 -14.65
H -21.71 -19.94 -15.65
H -17.79 -21.39 -11.63
H -17.43 -19.81 -12.39
H -16.24 -20.98 -12.10
H -20.07 -23.05 -13.79
C -23.29 -13.25 -18.10
C -21.87 -12.78 -18.22
C -21.41 -12.93 -19.67
C -21.84 -11.88 -20.62
C -21.52 -10.48 -20.01
C -22.09 -10.25 -18.63
N -21.64 -11.40 -17.75
O -21.89 -11.14 -16.38
C -21.39 -8.96 -18.14
C -23.58 -9.90 -18.65
C -20.80 -13.60 -17.43
H -24.07 -12.99 -18.81
H -23.79 -12.87 -17.20
H -23.42 -14.33 -18.10
H -20.35 -13.14 -19.80
H -22.00 -13.74 -20.09
H -22.91 -12.04 -20.80
H -21.36 -11.91 -21.60
H -21.81 -9.69 -20.70
H -20.43 -10.51 -20.04
H -20.37 -9.31 -17.97
H -21.35 -8.14 -18.86
H -21.61 -8.57 -17.15
H -24.14 -10.24 -19.52
H -24.10 -10.59 -17.98
H -23.94 -8.94 -18.29
H -19.85 -13.08 -17.32
H -20.61 -14.53 -17.96
H -21.30 -13.73 -16.47
H -22.76 -10.75 -16.37
C -28.00 -23.25 -12.92
C -26.48 -23.33 -13.37
C -26.36 -22.87 -14.83
C -26.57 -21.39 -15.13
C -25.48 -20.70 -14.20
C -25.54 -20.97 -12.70
N -25.65 -22.37 -12.53
O -25.58 -22.72 -11.26
C -24.09 -20.48 -12.12
C -26.68 -20.18 -11.99
C -25.80 -24.70 -13.29
H -28.13 -23.21 -11.84
H -28.72 -22.54 -13.32
H -28.36 -24.25 -13.17
H -25.41 -23.10 -15.28
H -27.02 -23.40 -15.52
H -26.56 -21.19 -16.20
H -27.56 -21.00 -14.87
H -25.73 -19.66 -14.36
H -24.49 -20.87 -14.62
H -23.74 -19.49 -12.41
H -23.31 -21.10 -12.57
H -23.83 -20.45 -11.06
H -27.60 -20.25 -12.57
H -26.48 -19.12 -11.82
H -26.97 -20.56 -11.01
H -26.33 -25.42 -13.91
H -24.80 -24.49 -13.67
H -25.69 -25.04 -12.26
H -24.71 -23.08 -11.12
C -29.65 -13.98 -19.32
C -28.58 -15.14 -19.50
C -29.15 -16.22 -20.47
C -27.97 -17.09 -21.04
C -27.14 -16.09 -21.90
C -26.28 -15.14 -20.93
N -27.33 -14.42 -20.11
O -26.86 -13.37 -19.30
C -25.13 -15.81 -20.09
C -25.51 -14.13 -21.84
C -28.24 -15.89 -18.17
H -30.00 -13.47 -20.22
H -29.37 -13.20 -18.61
H -30.53 -14.46 -18.90
H -29.88 -16.75 -19.86
H -29.71 -15.79 -21.30
H -28.44 -17.79 -21.74
H -27.54 -17.64 -20.21
H -27.75 -15.51 -22.60
H -26.45 -16.64 -22.55
H -24.75 -15.33 -19.19
H -25.52 -16.77 -19.73
H -24.26 -16.11 -20.67
H -26.24 -13.67 -22.51
H -25.01 -13.35 -21.27
H -24.76 -14.67 -22.41
H -28.60 -15.18 -17.42
H -27.18 -16.13 -18.06
H -28.82 -16.81 -18.08
H -27.01 -12.58 -19.82